Run P
Molecular formula: C10H15NO4S
Method: DFT, ωB97M-V/def2-TZVPD

Each line ends with the natural charge from an NBO analysis.
Cartesian coordinates (Å):
C 3.580 -1.663 1.104  -0.7475
C 3.829 -1.292 -0.336  0.7946
O 4.023 -2.094 -1.206  -0.5342
O 3.901 0.045 -0.614  -0.5188
C 2.913 0.890 -0.035  -0.0627
C 1.490 0.535 -0.493  -0.4602
C 0.611 1.770 -0.765  -0.3953
C -0.603 1.932 0.149  -0.4764
C -1.599 0.817 0.141  0.2095
N -2.720 0.922 0.810  -0.5041
C -3.594 -0.280 0.761  -0.2405
C -3.334 -0.801 -0.625  -0.3914
C -3.861 -2.226 -0.946  0.7419
O -4.015 -2.917 0.063  -0.7352
O -4.019 -2.414 -2.138  -0.7006
S -1.486 -0.649 -0.718  0.4265
H 4.194 -1.064 1.773  0.2322
H 3.849 -2.709 1.212  0.2537
H 2.530 -1.550 1.368  0.2316
H 3.169 1.894 -0.365  0.1955
H 2.979 0.872 1.056  0.1742
H 1.033 -0.110 0.258  0.2043
H 1.584 -0.049 -1.408  0.2463
H 1.219 2.665 -0.627  0.2180
H 0.281 1.793 -1.803  0.2299
H -0.301 2.158 1.173  0.2398
H -1.175 2.801 -0.194  0.2497
H -2.945 1.739 1.358  0.4189
H -3.256 -0.977 1.525  0.2436
H -4.633 0.014 0.877  0.2361
H -3.644 -0.052 -1.355  0.2205

- highest occupied orbital energy (eV) = -8.322
- E_LUMO (eV) = -0.928
- HOMO-LUMO gap (eV) = 7.39

---

Run Q
Molecular formula: C10H15NO4S
Method: DFT, ωB97M-V/def2-TZVPD

Each line ends with the natural charge from an NBO analysis.
Cartesian coordinates (Å):
C 2.815 -2.183 1.391  -0.2296
C 1.915 -1.762 0.702  -0.0001
C 0.815 -1.310 -0.108  -0.4890
C 0.722 0.208 -0.263  -0.1421
C -0.108 0.604 -1.494  -0.3770
C -1.400 -0.177 -1.736  -0.4176
C -2.550 0.204 -0.795  -0.6974
S -2.848 -1.053 0.419  2.3892
O -1.923 -1.015 1.502  -0.9534
O -2.927 -2.304 -0.242  -0.9356
O -4.275 -0.660 0.997  -0.8791
C 2.153 0.778 -0.501  -0.4097
C 2.590 1.413 0.836  -0.2188
N 1.473 1.140 1.777  -0.6110
C 0.342 1.036 0.955  0.7120
O -0.696 1.587 1.203  -0.6008
H 3.519 -2.664 1.993  0.2303
H 0.962 -1.710 -1.106  0.2336
H -0.125 -1.718 0.229  0.2687
H 0.495 0.625 -2.387  0.2154
H -0.406 1.635 -1.321  0.2132
H -1.274 -1.250 -1.765  0.2336
H -1.738 0.110 -2.723  0.2210
H -3.458 0.259 -1.381  0.2460
H -2.397 1.185 -0.371  0.2716
H -4.116 -0.089 1.757  0.5133
H 2.077 1.629 -1.165  0.2115
H 2.900 0.062 -0.801  0.2349
H 2.747 2.486 0.780  0.1818
H 3.477 0.984 1.280  0.2032
H 1.244 1.952 2.337  0.3821

- highest occupied orbital energy (eV) = -9.698
- E_LUMO (eV) = 0.600
- HOMO-LUMO gap (eV) = 10.30

---

Among the structures above, stability is smallest for run Q.